Record 1
{"formula": "C2H13NO3", "method": "the ωB97M-V functional and the def2-TZVPD basis", "total_energy_ha": -364.44597, "gap_ev": 10.2, "total_charge": 0, "e_above_lowest_kj_mol": 109.2, "smiles": "CCN.O.O.O", "lumo_ev": 0.5, "homo_energy_ev": -9.7397, "mol_weight_g_mol": 99.13, "elements": ["C", "C", "N", "H", "H", "H", "H", "H", "H", "H", "O", "H", "H", "O", "H", "H", "O", "H", "H"], "positions_angstrom": [[0.442, -1.397, -2.264], [-0.694, -0.934, -1.341], [-1.428, -1.967, -0.603], [1.089, -2.115, -1.773], [-0.059, -1.909, -3.089], [1.041, -0.549, -2.594], [-0.407, -0.151, -0.641], [-1.417, -0.399, -1.965], [-1.448, -2.817, -1.165], [-0.842, -2.279, 0.167], [0.737, 2.971, 0.276], [0.521, 3.343, -0.583], [0.074, 2.275, 0.369], [-0.789, 1.500, 2.409], [-0.333, 1.992, 3.094], [-1.111, 0.687, 2.804], [1.759, 0.561, 2.577], [1.454, -0.196, 2.078], [1.410, 1.384, 2.243]], "lowdin_charge": [-0.103, -0.357, -0.022, 0.061, 0.069, 0.068, 0.084, 0.096, 0.060, 0.055, -0.059, 0.036, 0.002, -0.055, 0.048, 0.052, -0.056, 0.027, -0.006]}

Record 2
{"formula": "C2H13NO3", "method": "the ωB97M-V functional and the def2-TZVPD basis", "total_energy_ha": -364.44386, "gap_ev": 9.9, "total_charge": 0, "e_above_lowest_kj_mol": 114.7, "smiles": "CCN.O.O.O", "lumo_ev": 0.7, "homo_energy_ev": -9.2641, "mol_weight_g_mol": 99.13, "elements": ["C", "C", "N", "H", "H", "H", "H", "H", "H", "H", "O", "H", "H", "O", "H", "H", "O", "H", "H"], "positions_angstrom": [[0.892, -0.140, 1.719], [0.067, -0.901, 0.648], [-0.456, -0.058, -0.409], [1.764, 0.234, 1.184], [0.254, 0.657, 2.103], [1.190, -0.820, 2.502], [0.723, -1.610, 0.144], [-0.734, -1.447, 1.150], [0.275, 0.172, -1.073], [-0.765, 0.848, -0.075], [-3.152, -1.067, 2.637], [-2.399, -0.724, 3.123], [-3.934, -0.612, 2.956], [1.909, 2.950, 0.508], [1.523, 2.160, 0.910], [2.853, 2.824, 0.659], [-0.175, -1.157, -6.154], [-0.606, -0.306, -6.290], [0.770, -1.003, -6.241]], "lowdin_charge": [-0.106, -0.340, -0.014, 0.056, 0.069, 0.064, 0.104, 0.087, 0.064, 0.060, -0.057, 0.024, 0.033, -0.064, -0.017, 0.038, -0.062, 0.033, 0.029]}

Record 3
{"formula": "C2H13NO4", "method": "the ωB97M-V functional and the def2-TZVPD basis", "total_energy_ha": -439.64926, "gap_ev": 9.1, "total_charge": 0, "e_above_lowest_kj_mol": 193.1, "smiles": "C=CN.O.O.O.O", "lumo_ev": 0.1, "homo_energy_ev": -9.0074, "mol_weight_g_mol": 115.13, "elements": ["C", "C", "N", "H", "H", "H", "H", "H", "O", "H", "H", "O", "H", "H", "O", "H", "H", "O", "H", "H"], "positions_angstrom": [[0.520, -0.793, 2.821], [1.444, -1.229, 1.966], [1.284, -1.116, 0.554], [-0.310, -0.195, 2.445], [0.535, -0.889, 3.901], [2.206, -1.928, 2.293], [0.823, -0.234, 0.352], [0.752, -1.794, 0.029], [2.735, -3.892, -2.344], [3.414, -4.433, -1.943], [3.085, -3.000, -2.178], [-3.606, -0.463, 0.261], [-2.700, -0.167, 0.061], [-3.864, -0.335, -0.661], [-2.386, 5.015, -0.555], [-1.673, 4.831, -1.138], [-2.190, 4.622, 0.301], [-0.139, 2.040, -1.638], [0.701, 1.861, -2.073], [-0.634, 2.100, -2.453]], "lowdin_charge": [-0.009, -0.282, -0.007, 0.049, 0.045, 0.088, 0.051, 0.071, -0.068, 0.024, 0.038, -0.066, 0.029, 0.033, -0.046, 0.002, 0.038, -0.056, 0.037, 0.028]}

Record 4
{"formula": "C2H13NO4", "method": "the ωB97M-V functional and the def2-TZVPD basis", "total_energy_ha": -439.68212, "gap_ev": 10.2, "total_charge": 0, "e_above_lowest_kj_mol": 106.8, "smiles": "NCCO.O.O.O", "lumo_ev": 0.6, "homo_energy_ev": -9.6796, "mol_weight_g_mol": 115.13, "elements": ["N", "C", "C", "O", "H", "H", "H", "H", "H", "H", "H", "O", "H", "H", "O", "H", "H", "O", "H", "H"], "positions_angstrom": [[-0.355, 1.476, -1.453], [-1.338, 1.241, -0.412], [-0.663, 1.328, 0.971], [-1.698, 1.602, 1.901], [-0.265, 2.489, -1.508], [-0.719, 1.222, -2.368], [-2.291, 1.771, -0.321], [-1.608, 0.180, -0.404], [-0.262, 0.330, 1.124], [0.082, 2.122, 1.020], [-1.284, 1.774, 2.755], [0.167, -1.972, 2.285], [0.505, -2.649, 2.885], [0.903, -1.938, 1.656], [2.127, -0.944, -0.345], [3.073, -0.749, -0.369], [1.834, -0.224, -0.931], [0.696, -2.075, -2.435], [0.785, -2.037, -1.475], [0.310, -2.947, -2.576]], "lowdin_charge": [0.003, -0.279, -0.270, -0.079, 0.072, 0.073, 0.112, 0.111, 0.086, 0.114, 0.085, -0.065, 0.036, 0.010, -0.063, 0.055, 0.040, -0.073, -0.003, 0.035]}

Record 5
{"formula": "C2H13NO4", "method": "the ωB97M-V functional and the def2-TZVPD basis", "total_energy_ha": -439.68376, "gap_ev": 8.8, "total_charge": 0, "e_above_lowest_kj_mol": 102.5, "smiles": "C=CN.O.O.O.O", "lumo_ev": 0.5, "homo_energy_ev": -8.2777, "mol_weight_g_mol": 115.13, "elements": ["C", "C", "N", "H", "H", "H", "H", "H", "O", "H", "H", "O", "H", "H", "O", "H", "H", "O", "H", "H"], "positions_angstrom": [[2.221, -0.838, -3.596], [2.028, -0.560, -2.320], [2.110, -1.482, -1.267], [2.387, -1.898, -3.840], [2.370, -0.267, -4.496], [1.716, 0.441, -2.043], [2.160, -2.439, -1.597], [1.380, -1.300, -0.584], [-2.872, -0.465, 1.550], [-3.662, -0.946, 1.733], [-2.750, 0.245, 2.227], [0.160, 2.055, 0.014], [-0.603, 2.038, -0.589], [0.481, 1.164, -0.147], [-0.331, -0.915, 1.329], [-1.304, -1.099, 1.234], [-0.261, -1.251, 2.217], [-1.838, 1.758, 2.774], [-2.087, 2.662, 2.822], [-1.298, 1.639, 1.992]], "lowdin_charge": [-0.040, -0.315, 0.041, 0.046, 0.036, 0.088, 0.081, 0.051, -0.061, 0.044, 0.036, -0.054, 0.054, 0.002, -0.084, 0.012, 0.030, -0.027, 0.041, 0.019]}

Record 6
{"formula": "C2H13NO4", "method": "the ωB97M-V functional and the def2-TZVPD basis", "total_energy_ha": -439.69214, "gap_ev": 9.5, "total_charge": 0, "e_above_lowest_kj_mol": 80.5, "smiles": "C=CN.O.O.O.O", "lumo_ev": 0.6, "homo_energy_ev": -8.8917, "mol_weight_g_mol": 115.13, "elements": ["C", "C", "N", "H", "H", "H", "H", "H", "O", "H", "H", "O", "H", "H", "O", "H", "H", "O", "H", "H"], "positions_angstrom": [[-0.286, -2.647, 1.154], [-0.430, -2.127, -0.069], [-0.952, -0.874, -0.359], [-0.755, -2.201, 2.014], [0.220, -3.596, 1.242], [0.044, -2.646, -0.893], [-1.345, -0.394, 0.431], [-1.599, -0.754, -1.124], [3.376, -0.412, 0.715], [3.560, -1.340, 0.440], [3.666, -0.374, 1.637], [-1.594, 2.960, 1.170], [-2.544, 3.000, 1.343], [-1.551, 2.255, 0.527], [-1.448, 2.040, -1.895], [-1.446, 2.679, -2.574], [-0.503, 1.940, -1.651], [1.072, 1.146, -0.910], [1.952, 0.997, -0.562], [0.562, 0.348, -0.636]], "lowdin_charge": [-0.016, -0.288, 0.024, 0.046, 0.040, 0.103, 0.090, 0.097, -0.067, 0.060, 0.043, -0.058, 0.037, -0.015, -0.058, 0.012, 0.008, -0.079, 0.014, 0.008]}